C20H26N2O4 | the ωB97M-V functional and the def2-TZVPD basis

Geometry (Å):
C -5.17 1.00 -1.42
C -4.25 1.37 -2.54
C -4.45 0.91 -3.82
C -3.59 1.28 -4.84
C -2.51 2.11 -4.61
C -1.57 2.52 -5.70
C -2.31 2.59 -3.30
O -1.22 3.41 -3.15
C -0.92 3.90 -1.86
C -0.47 2.82 -0.93
C 0.40 1.77 -1.09
C 0.37 1.12 0.16
C 1.15 -0.09 0.57
O 2.04 -0.53 -0.12
N 0.74 -0.59 1.75
C 1.35 -1.70 2.45
C 1.41 -2.96 1.58
C 2.08 -4.07 2.38
O 3.38 -3.72 2.80
C 3.47 -2.54 3.60
C 4.97 -2.26 3.71
C 2.89 -2.76 5.00
C 2.78 -1.36 2.89
N -0.45 1.73 0.98
O -0.97 2.78 0.31
C -3.17 2.22 -2.29
H -5.79 0.15 -1.69
H -5.83 1.84 -1.18
H -4.61 0.76 -0.52
H -5.28 0.26 -4.04
H -3.76 0.91 -5.85
H -0.56 2.21 -5.45
H -1.55 3.61 -5.79
H -1.86 2.08 -6.65
H -1.77 4.43 -1.41
H -0.10 4.61 -2.02
H 0.97 1.50 -1.96
H 0.03 -0.05 2.23
H 0.72 -1.90 3.32
H 0.41 -3.27 1.28
H 2.00 -2.74 0.69
H 2.22 -4.96 1.76
H 1.45 -4.35 3.24
H 5.40 -2.17 2.72
H 5.14 -1.33 4.26
H 5.46 -3.08 4.23
H 1.81 -2.90 4.98
H 3.11 -1.91 5.63
H 3.34 -3.65 5.44
H 2.77 -0.49 3.56
H 3.35 -1.10 2.00
H -3.03 2.57 -1.28

Calculated values
* SMILES: Cc1ccc(C)c(OCc2cc(C(=O)N[C@H]3CCOC(C)(C)C3)no2)c1
* energy relative to the best compared isomer or geometry (same formula, charge and spin): 261.99 kJ/mol
* DFT total energy: -1188.1629 Eh
* gap between HOMO and LUMO: 9.21 eV

=====

C20H26N4O4 | the ωB97M-V functional and the def2-TZVPD basis

Geometry (Å):
C 0.81 -0.45 5.92
O 1.54 -1.38 5.16
C 1.93 -1.02 3.89
C 1.66 0.22 3.33
C 2.12 0.56 2.07
C 1.79 1.90 1.47
C 0.46 1.84 0.71
C 0.64 1.21 -0.67
O 1.73 1.03 -1.17
N -0.50 0.85 -1.32
C -1.86 1.17 -0.95
C -2.44 2.16 -1.97
N -2.33 1.62 -3.30
C -3.41 1.15 -3.97
N -3.19 0.51 -5.13
C -4.25 0.11 -5.79
C -5.55 0.32 -5.34
C -5.66 0.98 -4.13
N -4.62 1.39 -3.44
C -0.98 1.26 -3.68
C -0.40 0.28 -2.65
C 2.85 -0.37 1.34
C 3.10 -1.63 1.86
O 3.79 -2.61 1.21
C 4.30 -2.32 -0.07
C 2.64 -1.97 3.15
O 2.99 -3.23 3.57
C 2.12 -3.94 4.42
H 0.61 -0.95 6.87
H -0.15 -0.20 5.44
H 1.38 0.46 6.11
H 1.11 0.96 3.89
H 1.71 2.64 2.27
H 2.57 2.20 0.78
H -0.26 1.26 1.29
H 0.07 2.85 0.57
H -1.91 1.59 0.05
H -2.46 0.25 -0.98
H -3.50 2.35 -1.77
H -1.88 3.10 -1.93
H -4.05 -0.40 -6.73
H -6.41 -0.02 -5.90
H -6.62 1.19 -3.68
H -1.01 0.81 -4.67
H -0.37 2.17 -3.70
H 0.65 0.09 -2.86
H -0.97 -0.66 -2.68
H 3.19 -0.10 0.36
H 4.78 -3.24 -0.40
H 3.50 -2.05 -0.77
H 5.03 -1.51 -0.04
H 1.08 -3.86 4.09
H 2.20 -3.59 5.46
H 2.44 -4.98 4.36

Calculated values
* SMILES: COc1cc(CCC(=O)N2CCN(c3ncccn3)CC2)cc(OC)c1OC
* energy relative to the best compared isomer or geometry (same formula, charge and spin): 338.55 kJ/mol
* DFT total energy: -1297.6839 Eh
* gap between HOMO and LUMO: 8.34 eV

=====

C20H26N7OPPd | the ωB97M-V functional and the def2-TZVPD basis

Geometry (Å):
Pd -0.24 0.45 0.20
C 1.35 -2.79 4.04
N 0.67 -1.58 3.52
C 0.12 -0.59 4.28
C -0.39 0.34 3.42
N -0.15 -0.10 2.15
C 0.50 -1.25 2.23
P 1.07 -2.21 0.80
C 2.08 -0.88 0.02
N 1.98 0.43 0.27
C 2.99 1.02 -0.45
C 3.71 0.07 -1.10
N 3.12 -1.14 -0.80
C 3.55 -2.44 -1.32
C -0.52 -2.22 -0.14
N -1.52 -1.34 -0.03
C -2.53 -1.82 -0.84
C -2.14 -3.00 -1.40
N -0.87 -3.25 -0.95
C -0.05 -4.40 -1.37
H 1.32 -2.74 5.13
H 2.38 -2.81 3.71
H 0.82 -3.68 3.71
H 0.12 -0.62 5.36
H -0.92 1.24 3.64
H 3.17 2.09 -0.42
H 4.57 0.13 -1.74
H 4.60 -2.37 -1.59
H 2.97 -2.70 -2.20
H 3.44 -3.20 -0.55
H -3.47 -1.31 -0.92
H -2.66 -3.67 -2.06
H -0.72 -5.22 -1.63
H 0.59 -4.71 -0.55
H 0.55 -4.14 -2.23
O 0.20 0.54 -1.97
C 0.23 1.93 -2.44
C -1.13 2.39 -2.91
C -2.25 2.16 -1.89
C -2.08 2.96 -0.64
C -2.73 4.17 -0.46
C -2.56 4.88 0.71
C -1.72 4.36 1.69
C -1.10 3.16 1.44
N -1.27 2.46 0.31
H -0.31 0.03 -2.62
H 0.96 2.00 -3.25
H 0.60 2.50 -1.60
H -1.40 1.88 -3.84
H -1.05 3.46 -3.15
H -2.29 1.10 -1.62
H -3.21 2.39 -2.35
H -3.37 4.55 -1.25
H -3.07 5.83 0.86
H -1.55 4.88 2.62
H -0.41 2.74 2.16

Calculated values
* energy relative to the best compared isomer or geometry (same formula, charge and spin): 87.24 kJ/mol
* net charge: +2
* DFT total energy: -1704.9823 Eh
* gap between HOMO and LUMO (alpha / beta): 7.52 / 7.52 eV

=====

The following strongest force on any atom values (in eV/A) correspond, in order, to the records above: 1.1 0.6 0.8.